14 unconnected molecules or ions with the total composition C42H84O20. Source: the OMol25 dataset; level of theory: the ωB97M-V functional and the def2-TZVPD basis.

Cartesian coordinates (Å):
1 C 4.751 3.187 5.322
2 O 4.398 4.404 4.732
3 C 5.320 5.350 4.621
4 O 6.473 5.342 5.070
5 O 4.785 6.288 3.889
6 C 5.480 7.520 3.686
7 H 5.431 2.612 4.694
8 H 3.871 2.559 5.458
9 H 5.139 3.407 6.317
10 H 4.833 8.308 3.301
11 H 6.200 7.523 2.867
12 H 5.933 7.932 4.587
13 C -5.830 5.929 -0.173
14 O -5.203 6.230 -1.425
15 C -4.197 5.451 -1.883
16 O -3.614 4.529 -1.261
17 O -3.766 5.797 -3.154
18 C -4.325 6.743 -4.070
19 H -6.644 6.647 -0.069
20 H -5.115 6.052 0.640
21 H -6.307 4.950 -0.228
22 H -5.323 6.401 -4.344
23 H -3.691 6.791 -4.956
24 H -4.257 7.710 -3.572
25 C 1.672 3.180 -4.148
26 O 2.764 2.449 -4.663
27 C 3.429 1.646 -3.864
28 O 3.264 1.450 -2.713
29 O 4.400 1.065 -4.567
30 C 5.183 0.086 -4.029
31 H 1.831 3.458 -3.107
32 H 0.713 2.680 -4.286
33 H 1.600 4.058 -4.790
34 H 5.853 -0.334 -4.779
35 H 4.606 -0.754 -3.644
36 H 5.756 0.454 -3.178
37 C -6.185 0.166 -0.002
38 C -7.139 -0.218 -1.078
39 O -7.602 -1.340 -1.138
40 C -7.444 0.758 -2.196
41 H -5.281 0.476 -0.526
42 H -5.952 -0.696 0.624
43 H -6.617 0.950 0.620
44 H -7.353 1.786 -1.844
45 H -8.490 0.617 -2.471
46 H -6.745 0.628 -3.022
47 C 3.151 -2.675 -7.937
48 C 2.577 -3.914 -7.365
49 O 2.631 -4.932 -8.013
50 C 1.880 -3.763 -6.026
51 H 4.174 -2.615 -7.565
52 H 2.593 -1.791 -7.630
53 H 2.987 -2.685 -9.015
54 H 1.213 -4.614 -5.884
55 H 1.224 -2.915 -5.832
56 H 2.744 -3.760 -5.361
57 C -3.942 -5.529 -3.317
58 C -4.657 -6.761 -2.792
59 O -4.043 -7.768 -2.455
60 C -6.158 -6.741 -2.984
61 H -4.406 -4.680 -2.813
62 H -4.069 -5.434 -4.395
63 H -2.889 -5.582 -3.040
64 H -6.544 -7.505 -2.309
65 H -6.279 -6.971 -4.043
66 H -6.620 -5.772 -2.794
67 C 0.287 9.913 0.219
68 C 0.443 8.829 1.264
69 O 0.058 8.996 2.416
70 C 0.847 7.462 0.713
71 H -0.684 9.651 -0.201
72 H 1.000 9.840 -0.602
73 H 0.285 10.911 0.657
74 H 1.798 7.577 0.193
75 H 0.118 6.981 0.060
76 H 0.945 6.789 1.565
77 C 0.298 -8.833 0.255
78 C 1.220 -9.241 -0.864
79 O 1.475 -8.427 -1.785
80 C 1.842 -10.571 -0.704
81 H -0.353 -8.018 -0.060
82 H 0.960 -8.349 0.972
83 H -0.204 -9.678 0.727
84 H 2.559 -10.489 0.113
85 H 2.284 -10.997 -1.605
86 H 1.158 -11.284 -0.245
87 C 2.759 -2.595 7.522
88 C 3.659 -3.002 6.420
89 O 3.471 -2.723 5.232
90 C 4.904 -3.780 6.821
91 H 2.058 -3.378 7.809
92 H 2.181 -1.716 7.238
93 H 3.378 -2.206 8.331
94 H 4.683 -4.814 7.083
95 H 5.334 -3.236 7.662
96 H 5.663 -3.782 6.038
97 C -3.341 0.143 -5.636
98 C -3.792 -0.729 -6.820
99 O -2.978 -0.938 -7.743
100 C -5.206 -1.250 -6.779
101 H -2.263 0.070 -5.493
102 H -3.835 -0.048 -4.684
103 H -3.550 1.180 -5.899
104 H -5.189 -1.814 -5.847
105 H -5.467 -1.853 -7.649
106 H -5.956 -0.460 -6.828
107 C 9.675 -1.196 1.439
108 C 8.406 -1.817 0.980
109 O 8.369 -2.661 0.076
110 C 7.130 -1.339 1.566
111 H 9.821 -0.182 1.067
112 H 10.521 -1.812 1.136
113 H 9.653 -1.072 2.522
114 H 7.193 -1.160 2.639
115 H 6.356 -2.068 1.326
116 H 6.931 -0.371 1.107
117 C -5.413 -5.005 2.902
118 C -4.640 -4.212 3.935
119 O -5.311 -3.586 4.721
120 C -3.087 -4.269 3.849
121 H -5.869 -4.335 2.174
122 H -6.184 -5.630 3.353
123 H -4.700 -5.618 2.351
124 H -2.818 -5.264 4.206
125 H -2.525 -3.582 4.481
126 H -2.876 -4.220 2.781
127 C 1.082 -2.093 0.355
128 C -0.172 -1.180 0.474
129 O -1.194 -1.453 -0.133
130 C -0.131 0.129 1.288
131 H 0.856 -2.851 -0.396
132 H 1.314 -2.526 1.327
133 H 1.825 -1.354 0.055
134 H -1.128 0.533 1.464
135 H 0.533 0.883 0.866
136 H 0.346 -0.162 2.224
137 C -1.400 4.598 5.338
138 C -0.798 4.638 6.767
139 O -0.577 3.570 7.376
140 C -0.459 6.024 7.372
141 H -1.797 5.503 4.878
142 H -2.215 3.876 5.285
143 H -0.591 4.214 4.717
144 H -0.395 5.978 8.459
145 H -1.232 6.779 7.227
146 H 0.475 6.341 6.907

Calculated values
Energy above the lowest of the compared OMol25 structures with the same formula, charge and spin (eV): 4.803
LUMO (eV): -0.0426
Orbital gap (eV): 9.213
Electronic energy (hartree): -3155.36286
Net charge: 0

A molecular structure, C42H84O44S5. Source: the OMol25 dataset; level of theory: the ωB97M-V functional and the def2-TZVPD basis.

Cartesian coordinates (Å):
1 C -0.099 -5.833 -1.501
2 C -0.534 -6.300 -0.046
3 O -1.941 -5.900 0.270
4 C -2.252 -4.658 0.504
5 O -1.522 -3.741 0.095
6 O -3.388 -4.612 1.244
7 C -3.840 -3.351 1.783
8 H -0.838 -6.084 -2.262
9 H 0.700 -6.552 -1.682
10 H 0.251 -4.808 -1.622
11 H 0.154 -5.946 0.723
12 H -0.608 -7.383 0.054
13 H -3.012 -2.645 1.715
14 H -4.260 -3.598 2.758
15 H -4.678 -2.951 1.212
16 C 7.465 0.084 0.926
17 C 6.225 -0.818 1.254
18 O 5.427 0.123 1.879
19 C 4.259 -0.059 2.449
20 O 3.470 0.856 2.765
21 O 4.086 -1.350 2.830
22 C 3.078 -1.806 3.677
23 H 7.381 0.912 0.223
24 H 8.196 -0.552 0.427
25 H 7.890 0.454 1.859
26 H 6.395 -1.627 1.965
27 H 5.766 -1.277 0.379
28 H 2.283 -2.210 3.050
29 H 2.646 -1.067 4.352
30 H 3.401 -2.625 4.319
31 C 7.794 -4.637 0.504
32 C 6.602 -5.354 1.121
33 O 5.559 -4.660 1.489
34 C 4.593 -4.372 0.587
35 O 4.855 -4.429 -0.617
36 O 3.445 -3.998 1.194
37 C 2.251 -3.903 0.403
38 H 8.758 -5.142 0.566
39 H 7.962 -3.637 0.902
40 H 7.619 -4.695 -0.571
41 H 6.841 -5.871 2.051
42 H 6.383 -6.227 0.506
43 H 2.032 -4.866 -0.057
44 H 2.198 -3.003 -0.210
45 H 1.472 -3.712 1.142
46 C -3.623 -2.359 -2.316
47 C -3.786 -2.846 -3.773
48 O -3.738 -4.243 -3.664
49 C -3.903 -4.990 -4.799
50 O -4.289 -4.542 -5.865
51 O -3.530 -6.263 -4.538
52 C -3.409 -7.247 -5.589
53 H -2.665 -2.718 -1.940
54 H -4.353 -2.842 -1.668
55 H -3.622 -1.274 -2.429
56 H -2.938 -2.375 -4.270
57 H -4.739 -2.479 -4.154
58 H -3.921 -6.906 -6.488
59 H -3.918 -8.072 -5.091
60 H -2.405 -7.485 -5.942
61 C 0.767 1.099 -4.069
62 C 1.051 2.519 -3.622
63 O 0.693 3.504 -4.590
64 C 0.514 4.836 -4.121
65 O 0.607 5.237 -2.921
66 O 0.295 5.733 -5.194
67 C -0.175 5.281 -6.515
68 H -0.295 0.853 -4.067
69 H 1.299 0.337 -3.499
70 H 1.198 0.976 -5.063
71 H 2.091 2.767 -3.408
72 H 0.471 2.747 -2.728
73 H 0.608 5.459 -7.252
74 H -1.034 5.872 -6.836
75 H -0.534 4.252 -6.512
76 C -2.031 -7.001 3.569
77 C -2.180 -6.184 4.895
78 O -2.242 -4.791 4.565
79 C -1.167 -4.084 4.271
80 O -0.047 -4.524 3.992
81 O -1.461 -2.679 4.085
82 C -0.401 -1.875 3.879
83 H -1.209 -6.595 2.979
84 H -2.936 -6.880 2.974
85 H -1.881 -8.047 3.838
86 H -1.339 -6.381 5.559
87 H -3.112 -6.426 5.407
88 H -0.723 -1.027 3.275
89 H 0.379 -2.280 3.234
90 H 0.213 -1.521 4.708
91 C 0.301 1.996 4.918
92 C 0.368 2.269 3.408
93 O -0.332 3.460 3.154
94 C 0.252 4.644 3.328
95 O 1.386 4.875 3.817
96 O -0.702 5.545 3.160
97 C -0.431 6.906 3.577
98 H 0.560 2.877 5.505
99 H 0.977 1.187 5.195
100 H -0.638 1.624 5.328
101 H -0.161 1.501 2.843
102 H 1.394 2.414 3.072
103 H 0.504 7.332 3.213
104 H -0.166 6.793 4.628
105 H -1.351 7.479 3.465
106 C -4.495 8.776 0.166
107 C -5.208 7.466 0.563
108 O -4.657 6.273 -0.154
109 C -3.602 5.625 0.412
110 O -3.550 5.384 1.616
111 O -2.765 5.279 -0.586
112 C -1.552 4.565 -0.262
113 H -4.086 8.607 -0.830
114 H -3.654 9.041 0.805
115 H -5.139 9.655 0.190
116 H -6.221 7.648 0.203
117 H -5.162 7.443 1.652
118 H -0.938 5.197 0.380
119 H -0.976 4.074 -1.046
120 H -1.725 3.742 0.431
121 C 4.147 -1.801 -2.404
122 C 4.412 -2.009 -3.838
123 O 5.630 -1.293 -3.999
124 S 5.617 0.150 -3.119
125 O 5.123 1.166 -4.085
126 O 6.948 0.365 -2.550
127 O 4.385 -0.415 -2.092
128 H 4.772 -2.547 -1.912
129 H 3.087 -1.978 -2.226
130 H 3.660 -1.636 -4.533
131 H 4.548 -3.081 -3.983
132 C -1.193 0.911 -0.320
133 C -1.098 -0.469 -1.034
134 O 0.318 -0.871 -0.928
135 S 1.149 0.053 0.157
136 O 2.215 0.780 -0.552
137 O 1.500 -0.700 1.372
138 O -0.092 1.014 0.475
139 H -2.064 0.812 0.327
140 H -1.225 1.727 -1.042
141 H -1.307 -0.417 -2.102
142 H -1.728 -1.271 -0.650
143 C -3.374 0.183 4.173
144 C -4.593 -0.639 4.350
145 O -5.358 -0.180 3.229
146 S -4.549 0.551 1.943
147 O -4.905 1.976 1.939
148 O -4.469 -0.210 0.678
149 O -3.167 0.264 2.782
150 H -2.461 -0.060 4.716
151 H -3.606 1.220 4.415
152 H -5.234 -0.526 5.223
153 H -4.394 -1.698 4.183
154 C 3.301 3.456 0.649
155 C 4.340 4.413 1.295
156 O 4.516 5.303 0.214
157 S 3.098 5.703 -0.509
158 O 3.328 6.217 -1.867
159 O 2.192 6.362 0.398
160 O 2.785 4.123 -0.489
161 H 2.594 3.190 1.435
162 H 3.622 2.518 0.197
163 H 5.297 4.009 1.625
164 H 3.890 5.069 2.040
165 C -5.260 3.872 -4.428
166 C -5.565 4.430 -3.096
167 O -4.880 3.558 -2.275
168 S -3.692 2.720 -3.012
169 O -3.930 1.285 -3.015
170 O -2.379 3.052 -2.556
171 O -3.998 3.509 -4.476
172 H -5.457 4.590 -5.224
173 H -5.946 3.058 -4.666
174 H -6.613 4.341 -2.807
175 H -5.216 5.462 -3.095

Calculated values
Energy above the lowest of the compared OMol25 structures with the same formula, charge and spin (eV): 0.000
LUMO (eV): 0.2868
Orbital gap (eV): 10.341
Electronic energy (hartree): -6951.91399
Net charge: 0